Record 1
Entry from the Open Molecules 2025 dataset: a molecular structure, C59H47BrGaN6OP2 in a non-equilibrium geometry (the ωB97M-V functional and the def2-TZVPD basis).

HOMO-LUMO gap: 0.2464 Eh
charge: +1
highest occupied orbital energy: -9.82 eV
LUMO: -3.12 eV

Last column: Löwdin charge in e.
Geometry (Å):
1 Ga 0.882 1.558 0.110  0.48
2 C 6.732 3.317 0.736  -0.06
3 C 6.260 3.957 -0.396  -0.07
4 C 4.961 3.799 -0.870  -0.01
5 C 4.106 2.901 -0.166  -0.23
6 C 4.636 2.226 0.906  -0.05
7 C 5.886 2.429 1.388  -0.08
8 N 2.707 2.876 -0.478  0.02
9 N 2.362 3.709 -1.337  0.12
10 C 0.926 3.778 -1.619  -0.29
11 C 0.541 4.697 -2.507  -0.05
12 C -0.791 4.898 -2.821  -0.05
13 C -1.768 4.159 -2.139  -0.07
14 C -1.356 3.201 -1.195  -0.09
15 C 0.016 2.955 -0.980  -0.13
16 H 7.757 3.423 1.090  0.11
17 H 6.856 4.624 -1.004  0.11
18 H 4.543 4.500 -1.559  0.10
19 H 3.917 1.623 1.530  0.12
20 H 6.116 2.155 2.409  0.11
21 H 1.352 5.288 -2.994  0.14
22 H -0.972 5.658 -3.532  0.10
23 H -2.823 4.392 -2.390  0.12
24 H -2.132 2.564 -0.707  0.10
25 C -0.997 -1.808 -3.057  -0.30
26 N -0.135 -1.738 -1.848  -0.18
27 C 1.153 -1.267 -2.252  -0.32
28 P 2.135 -0.342 -0.955  1.11
29 C 3.726 0.024 -1.770  -0.34
30 C 3.570 1.005 -2.809  -0.12
31 C 4.649 1.427 -3.531  -0.08
32 C 5.917 0.985 -3.177  -0.07
33 C 6.091 0.115 -2.121  -0.05
34 C 4.997 -0.436 -1.377  -0.04
35 C 2.577 -1.688 0.182  -0.36
36 C 3.252 -2.816 -0.351  -0.11
37 C 3.353 -3.984 0.408  -0.06
38 C 3.023 -3.964 1.773  -0.06
39 C 2.490 -2.798 2.328  -0.05
40 C 2.227 -1.660 1.518  -0.08
41 C -0.082 -3.011 -1.210  -0.28
42 C -0.562 -3.130 0.070  -0.01
43 C -0.569 -4.394 0.636  -0.06
44 C -0.126 -5.516 -0.063  -0.09
45 C 0.263 -5.405 -1.361  -0.08
46 C 0.232 -4.157 -1.944  -0.03
47 P -1.694 -0.091 -3.502  1.11
48 C -2.447 -0.314 -5.154  -0.40
49 C -1.726 0.047 -6.244  -0.13
50 C -2.217 -0.079 -7.532  -0.09
51 C -3.504 -0.484 -7.731  -0.09
52 C -4.280 -0.932 -6.667  -0.06
53 C -3.708 -0.842 -5.401  -0.08
54 C -3.226 0.017 -2.472  -0.40
55 C -3.903 -1.019 -1.867  -0.12
56 C -4.955 -0.762 -1.051  -0.11
57 C -5.363 0.522 -0.833  -0.09
58 C -4.794 1.565 -1.507  -0.08
59 C -3.750 1.309 -2.373  -0.13
60 H -1.742 -2.435 -2.713  0.05
61 H -0.564 -2.220 -3.994  0.11
62 H 1.054 -0.611 -3.106  0.06
63 H 1.815 -2.124 -2.610  0.12
64 H 2.548 1.313 -3.075  0.10
65 H 4.549 2.160 -4.332  0.12
66 H 6.758 1.362 -3.725  0.11
67 H 7.101 -0.176 -1.906  0.10
68 H 5.133 -1.206 -0.608  0.11
69 H 3.524 -2.935 -1.383  0.10
70 H 3.796 -4.836 -0.155  0.13
71 H 3.186 -4.797 2.422  0.10
72 H 2.211 -2.761 3.397  0.12
73 H 1.747 -0.778 1.957  0.09
74 H -0.815 -2.320 0.674  0.07
75 H -1.025 -4.487 1.609  0.11
76 H -0.125 -6.511 0.429  0.12
77 H 0.453 -6.274 -2.004  0.12
78 H 0.545 -4.099 -2.960  0.11
79 H -0.798 0.503 -5.986  0.08
80 H -1.616 0.330 -8.366  0.12
81 H -3.914 -0.443 -8.753  0.12
82 H -5.279 -1.358 -6.792  0.11
83 H -4.340 -1.197 -4.627  0.09
84 H -3.659 -2.047 -2.057  0.11
85 H -5.455 -1.590 -0.503  0.13
86 H -6.118 0.790 -0.073  0.12
87 H -5.152 2.589 -1.501  0.11
88 H -3.232 2.096 -2.924  0.09
89 Br -6.206 -1.693 10.666  0.74
90 C -4.943 -0.933 9.457  -0.68
91 C -3.988 -0.076 9.923  -0.12
92 C -3.052 0.534 9.027  0.00
93 C -2.930 0.107 7.718  -0.26
94 C -3.962 -0.792 7.265  -0.02
95 C -4.952 -1.288 8.080  -0.11
96 N -1.966 0.670 6.873  0.09
97 N -1.945 0.087 5.756  0.06
98 C -1.080 0.631 4.795  -0.19
99 C 0.025 1.423 5.115  0.01
100 C 0.930 1.909 4.176  0.05
101 C 0.695 1.587 2.816  -0.31
102 O 1.583 1.853 1.877  -0.10
103 C -0.431 0.818 2.502  -0.15
104 N -0.540 0.533 1.135  0.07
105 C -1.639 -0.033 0.692  -0.10
106 C -2.588 -0.546 1.594  -0.01
107 C -2.416 -0.429 2.984  0.07
108 C -1.266 0.262 3.424  -0.10
109 H -4.022 0.287 10.925  0.09
110 H -2.378 1.215 9.543  0.11
111 H -3.804 -1.135 6.220  0.10
112 H -5.730 -1.996 7.821  0.10
113 H 0.178 1.531 6.162  0.10
114 H 1.827 2.439 4.365  0.11
115 H -1.675 -0.174 -0.400  0.11
116 H -3.461 -1.005 1.237  0.08
117 H -3.183 -0.791 3.690  0.13

***

Record 2
Entry from the Open Molecules 2025 dataset: 10 unconnected molecules or ions with the total composition C35H75N5O10 in a non-equilibrium geometry (the ωB97M-V functional and the def2-TZVPD basis).

SMILES: CN(C)C=O.CN(C)C=O.CN(C)C=O.CN(C)C=O.CN(C)C=O.C1CCOC1.C1CCOC1.C1CCOC1.C1CCOC1.C1CCOC1
HOMO-LUMO gap: 0.3424 Eh
energy above the lowest of the compared OMol25 structures with the same formula, charge and spin: 1.6625 eV
highest occupied orbital energy: -8.86 eV
LUMO: 0.46 eV

Last column: Löwdin charge in e.
Geometry (Å):
1 C -3.245 -0.286 3.560  -0.04
2 N -2.114 0.039 4.403  -0.20
3 C -2.265 1.103 5.336  -0.06
4 C -1.067 -0.784 4.450  -0.39
5 O -0.241 -0.752 5.299  0.04
6 H -3.586 0.659 3.049  0.10
7 H -4.041 -0.667 4.135  0.07
8 H -2.928 -0.987 2.798  0.08
9 H -1.316 1.347 5.789  0.09
10 H -2.728 1.970 4.822  0.08
11 H -2.969 0.756 6.107  0.10
12 H -1.145 -1.561 3.678  0.13
13 C -0.946 -1.021 -4.618  -0.05
14 N -0.993 -0.889 -6.061  -0.18
15 C -1.264 0.423 -6.657  -0.03
16 C -1.131 -1.965 -6.859  -0.38
17 O -1.207 -1.972 -8.059  0.01
18 H -0.118 -0.343 -4.309  0.09
19 H -0.731 -2.057 -4.309  0.09
20 H -1.879 -0.662 -4.196  0.06
21 H -2.301 0.683 -6.491  0.07
22 H -0.619 1.133 -6.140  0.08
23 H -1.090 0.472 -7.720  0.08
24 H -1.133 -2.974 -6.330  0.14
25 C -2.674 3.857 -5.031  -0.07
26 N -2.240 3.075 -3.917  -0.19
27 C -1.712 3.840 -2.819  -0.07
28 C -2.805 1.850 -3.677  -0.35
29 O -3.511 1.225 -4.430  0.01
30 H -3.416 4.625 -4.711  0.10
31 H -3.273 3.282 -5.759  0.09
32 H -1.826 4.287 -5.549  0.09
33 H -0.831 4.451 -3.149  0.11
34 H -2.418 4.588 -2.513  0.08
35 H -1.391 3.147 -2.021  0.08
36 H -2.484 1.459 -2.705  0.11
37 C 4.616 -2.909 -2.049  -0.06
38 N 3.269 -2.621 -1.616  -0.16
39 C 2.938 -1.993 -0.355  -0.02
40 C 2.234 -2.916 -2.445  -0.34
41 O 1.079 -2.650 -2.242  0.01
42 H 4.724 -3.267 -3.070  0.09
43 H 5.068 -3.637 -1.381  0.08
44 H 5.266 -2.019 -1.957  0.09
45 H 2.281 -1.135 -0.476  0.07
46 H 2.490 -2.711 0.316  0.09
47 H 3.799 -1.584 0.138  0.08
48 H 2.529 -3.414 -3.357  0.13
49 C -1.021 3.118 3.090  -0.06
50 N -0.363 4.084 2.184  -0.18
51 C 1.049 4.315 2.473  -0.04
52 C -0.884 4.469 1.001  -0.38
53 O -0.305 5.152 0.178  0.00
54 H -1.283 3.753 3.939  0.09
55 H -0.288 2.362 3.456  0.09
56 H -1.904 2.684 2.614  0.08
57 H 1.643 3.370 2.553  0.08
58 H 1.529 5.044 1.828  0.09
59 H 1.104 4.707 3.495  0.09
60 H -1.924 4.115 0.941  0.13
61 C 3.304 -0.765 3.687  -0.16
62 C 4.448 -0.212 2.899  -0.15
63 C 3.807 1.017 2.274  -0.22
64 O 2.959 1.542 3.280  -0.17
65 C 2.643 0.501 4.256  -0.15
66 H 3.553 -1.497 4.444  0.10
67 H 2.529 -1.206 3.048  0.11
68 H 4.880 -0.949 2.207  0.11
69 H 5.240 0.193 3.550  0.13
70 H 3.153 0.772 1.410  0.08
71 H 4.436 1.842 1.924  0.12
72 H 1.583 0.356 4.447  0.08
73 H 3.002 0.900 5.226  0.13
74 C -4.935 -2.141 -1.929  -0.17
75 C -5.740 -2.449 -0.696  -0.15
76 C -5.340 -1.229 0.221  -0.14
77 O -3.967 -0.989 -0.220  -0.18
78 C -3.996 -0.983 -1.613  -0.24
79 H -5.487 -1.864 -2.792  0.10
80 H -4.266 -2.974 -2.311  0.13
81 H -5.417 -3.331 -0.144  0.10
82 H -6.832 -2.567 -0.876  0.12
83 H -5.323 -1.457 1.266  0.10
84 H -5.955 -0.362 -0.056  0.12
85 H -2.966 -1.067 -1.995  0.10
86 H -4.368 -0.032 -1.990  0.11
87 C 0.849 -3.823 3.456  -0.15
88 C 1.582 -5.038 2.929  -0.18
89 C 2.764 -5.236 3.880  -0.22
90 O 2.907 -4.006 4.573  -0.19
91 C 1.580 -3.423 4.822  -0.12
92 H -0.182 -4.175 3.677  0.11
93 H 0.791 -3.017 2.794  0.05
94 H 1.914 -4.866 1.897  0.10
95 H 0.918 -5.925 2.918  0.11
96 H 3.674 -5.449 3.289  0.12
97 H 2.526 -6.037 4.611  0.12
98 H 1.805 -2.407 5.087  0.07
99 H 1.104 -3.960 5.670  0.12
100 C 2.604 3.275 -2.059  -0.17
101 C 1.959 2.267 -2.974  -0.17
102 C 2.740 1.095 -2.587  -0.20
103 O 2.759 1.144 -1.136  -0.17
104 C 2.932 2.522 -0.762  -0.18
105 H 1.981 4.143 -1.779  0.12
106 H 3.505 3.674 -2.522  0.11
107 H 2.029 2.548 -4.048  0.13
108 H 0.901 2.175 -2.736  0.10
109 H 3.748 0.980 -2.907  0.12
110 H 2.352 0.116 -2.801  0.10
111 H 3.961 2.839 -0.477  0.13
112 H 2.236 2.783 0.029  0.10
113 C -0.560 0.046 -0.801  -0.15
114 C -0.549 1.011 0.389  -0.12
115 C 0.257 0.186 1.428  -0.16
116 O -0.262 -1.144 1.223  -0.17
117 C -0.695 -1.348 -0.141  -0.15
118 H 0.337 0.084 -1.413  0.08
119 H -1.296 0.248 -1.620  0.08
120 H -1.558 1.140 0.768  0.11
121 H -0.035 1.956 0.096  0.11
122 H 0.000 0.445 2.456  0.08
123 H 1.347 0.183 1.285  0.09
124 H -1.752 -1.601 -0.052  0.10
125 H -0.122 -2.125 -0.634  0.08

***

Record 3
Entry from the Open Molecules 2025 dataset: a molecular structure, C38H34F5N6O2PPd (the ωB97M-V functional and the def2-TZVPD basis).

HOMO-LUMO gap: 0.1901 Eh
charge: -2
highest occupied orbital energy: -1.02 eV
LUMO: 4.16 eV

Last column: Löwdin charge in e.
Geometry (Å):
1 Pd 2.018 -0.145 0.539  0.55
2 C 1.409 0.331 5.622  -0.03
3 C 1.636 -0.104 4.179  -0.61
4 N 0.844 0.525 3.284  0.16
5 O 2.465 -0.957 3.911  0.01
6 H 0.343 0.426 5.842  0.06
7 H 1.887 1.300 5.789  0.07
8 H 1.860 -0.403 6.285  0.07
9 H 0.309 1.323 3.577  0.07
10 H 1.003 0.419 2.258  0.02
11 N 2.262 -0.040 -2.057  0.19
12 C 1.198 0.016 -2.508  -0.30
13 N -0.044 0.057 -3.003  -0.09
14 C -0.342 1.099 -3.979  -0.16
15 C 0.026 0.649 -5.393  -0.18
16 C -0.608 -0.709 -5.719  -0.21
17 C -0.289 -1.747 -4.637  -0.18
18 C -0.703 -1.218 -3.268  -0.16
19 H 0.201 1.998 -3.695  0.12
20 H -1.415 1.311 -3.917  0.11
21 H 1.115 0.568 -5.460  0.11
22 H -0.299 1.405 -6.114  0.10
23 H -0.248 -1.058 -6.690  0.10
24 H -1.697 -0.590 -5.797  0.11
25 H 0.786 -1.943 -4.614  0.11
26 H -0.793 -2.695 -4.846  0.11
27 H -0.444 -1.911 -2.471  0.12
28 H -1.782 -1.036 -3.248  0.10
29 N 6.011 2.367 -3.181  0.09
30 C 5.388 2.110 -2.244  -0.22
31 C 4.618 1.832 -1.066  -0.30
32 C 4.821 0.694 -0.337  -0.08
33 C 4.091 0.482 0.855  -0.27
34 N 3.167 1.395 1.322  -0.08
35 C 2.939 2.485 0.520  -0.20
36 C 3.629 2.760 -0.622  -0.09
37 H 5.555 -0.035 -0.654  0.11
38 H 4.430 -0.261 1.566  0.08
39 H 2.175 3.165 0.878  0.08
40 H 3.425 3.657 -1.191  0.09
41 N -0.057 0.772 0.096  -0.28
42 P -1.397 0.985 0.764  0.63
43 C -2.817 1.368 -0.365  -0.26
44 C -3.082 0.397 -1.336  -0.10
45 C -4.091 0.577 -2.270  -0.10
46 C -4.847 1.747 -2.260  -0.12
47 C -4.569 2.734 -1.327  -0.11
48 C -3.556 2.546 -0.386  -0.09
49 C -1.510 2.410 1.975  -0.28
50 C -1.933 2.355 3.302  -0.11
51 C -1.765 3.447 4.152  -0.11
52 C -1.167 4.611 3.691  -0.12
53 C -0.713 4.671 2.376  -0.10
54 C -0.870 3.577 1.538  -0.11
55 C -2.163 -0.390 1.736  -0.29
56 C -1.336 -1.477 2.016  -0.07
57 C -1.793 -2.512 2.825  -0.08
58 C -3.080 -2.473 3.345  -0.11
59 C -3.929 -1.417 3.026  -0.11
60 C -3.471 -0.381 2.221  -0.12
61 H -2.473 -0.501 -1.340  0.09
62 H -4.295 -0.191 -3.008  0.09
63 H -5.645 1.888 -2.979  0.09
64 H -5.146 3.653 -1.325  0.09
65 H -3.352 3.319 0.346  0.09
66 H -2.396 1.452 3.682  0.09
67 H -2.098 3.383 5.183  0.09
68 H -1.034 5.456 4.356  0.09
69 H -0.214 5.564 2.017  0.09
70 H -0.468 3.586 0.530  0.10
71 H -0.338 -1.499 1.583  0.08
72 H -1.138 -3.346 3.050  0.10
73 H -3.426 -3.264 4.002  0.09
74 H -4.946 -1.404 3.403  0.09
75 H -4.132 0.443 1.965  0.10
76 F 3.124 -7.581 -0.970  0.05
77 C 2.762 -6.290 -0.757  -0.18
78 C 2.163 -5.542 -1.751  -0.17
79 F 1.957 -6.104 -2.964  0.07
80 C 1.774 -4.240 -1.521  -0.14
81 F 1.198 -3.576 -2.550  0.06
82 C 1.917 -3.564 -0.273  -0.34
83 O 1.489 -2.398 -0.052  -0.10
84 C 2.573 -4.380 0.699  -0.15
85 F 2.806 -3.862 1.918  0.08
86 C 2.969 -5.680 0.468  -0.17
87 F 3.567 -6.387 1.451  0.07

***

What is the formula in the third record?
C38H34F5N6O2PPd